No. 1
2 unconnected molecules or ions with the total composition C2H3ClN2O. Source: the OMol25 dataset; level of theory: ωB97M-V with the def2-TZVPD basis set.

```
9
Properties=species:S:1:pos:R:3
Cl 0.319 -0.727 1.412
O -0.133 -2.200 -2.015
N -0.344 0.068 -1.443
N -0.303 1.922 0.838
C -0.442 -1.089 -1.804
C 0.370 0.831 0.610
H -0.584 0.952 -1.604
H 1.246 0.852 -0.055
H -1.059 1.759 1.452
```

Computed properties:
Energy above the lowest of the compared OMol25 structures with the same formula, charge and spin in kcal/mol: 27.6
HOMO level in eV: -10.8
Net charge: 0
LUMO level in eV: 0.56
Strongest force on any atom in eV Å⁻¹: 5.7
2S+1: 1

=====

No. 2
A gas-phase ion, C18H15F2OS (charge +1). Source: the OMol25 dataset; level of theory: ωB97M-V with the def2-TZVPD basis set.

```
37
Properties=species:S:1:pos:R:3
S -1.842 -0.624 1.896
F 2.662 3.182 -1.752
F -3.596 3.217 -1.386
O 1.927 -0.051 2.190
C -0.290 -0.213 1.079
C 3.502 0.978 -1.500
C -1.740 0.089 -1.116
C 1.932 -0.858 -1.302
C 2.427 1.829 -1.624
C 1.090 1.367 -1.651
C -1.223 -1.393 3.288
C 3.255 -0.390 -1.394
C -0.409 -0.410 -0.491
C 0.642 -0.405 2.290
C -2.009 1.448 -1.194
C -2.765 -0.821 -1.450
C 2.901 -1.130 2.429
C -4.387 0.982 -1.548
C 0.135 -1.088 3.428
C 0.875 0.061 -1.197
C -4.092 -0.383 -1.584
C -3.339 1.864 -1.366
H 4.081 -1.105 -1.341
H -4.906 -1.104 -1.703
H 2.651 -1.738 3.317
H 1.763 -1.936 -1.175
H 2.940 -1.746 1.517
H -1.810 -2.019 3.953
H 0.777 -1.470 4.218
H -2.581 -1.904 -1.465
H 0.321 2.083 -1.939
H -1.244 2.198 -0.992
H 3.864 -0.641 2.571
H -0.416 -1.467 -0.568
H -0.222 0.868 0.789
H 4.522 1.368 -1.528
H -5.395 1.361 -1.696
```

Computed properties:
HOMO level in eV: -12.2
Net charge: +1
LUMO level in eV: -5.51
Strongest force on any atom in eV Å⁻¹: 3.9
2S+1: 1

=====

No. 3
3 unconnected molecules or ions with the total composition C24H35BF3N3O2P. Source: the OMol25 dataset; level of theory: ωB97M-V with the def2-TZVPD basis set.

```
69
Properties=species:S:1:pos:R:3
P -2.283 3.875 0.079
F -5.816 4.257 -3.293
F -3.889 0.955 -2.303
F -6.164 2.537 -1.455
O 2.171 -1.072 -0.329
O 2.275 3.802 -2.121
N 4.751 4.330 -3.326
N -0.863 2.750 -2.334
N -1.563 5.355 0.185
C 0.223 -4.096 1.217
C -1.216 -5.564 2.487
C 2.705 2.837 -3.153
C 1.347 2.208 -3.824
C -0.027 -5.342 1.790
C 0.232 1.718 -2.679
C -0.194 1.697 -0.142
C 0.824 1.028 -1.288
C -1.656 3.665 -3.246
C -1.901 -3.291 2.038
C 0.337 -3.220 6.263
C 0.973 -3.276 7.503
C -4.051 2.313 -2.936
C 3.712 3.596 -4.201
C 0.310 -1.737 -2.145
C 1.934 -5.413 6.913
C -2.150 -4.536 2.614
C -0.716 -3.071 1.337
C 1.768 -4.375 7.829
C -5.302 3.048 -2.584
C 1.302 -5.354 5.671
C -1.106 2.793 -0.967
C 0.500 -4.260 5.348
C -2.882 2.828 -3.969
B 1.084 -0.595 -1.250
H 0.001 -4.218 4.383
H 1.680 1.308 -4.506
H 2.555 -6.268 7.166
H 0.849 -2.465 8.215
H 0.703 -6.142 1.694
H -3.525 4.109 -0.638
H 2.260 -4.422 8.798
H -0.699 -2.112 -1.630
H 4.324 5.225 -2.944
H 3.134 4.415 -4.805
H -0.963 4.096 -4.114
H 0.510 2.104 0.732
H -0.523 -2.102 0.885
H -2.466 3.431 1.439
H 0.152 -1.462 -3.273
H -0.395 0.879 -3.243
H 2.799 3.677 -1.273
H -3.316 3.402 -4.920
H 3.015 -0.832 -0.853
H 1.019 -2.697 -2.143
H -3.073 -4.707 3.163
H 3.310 1.996 -2.602
H -1.023 0.996 0.321
H -0.643 5.331 -0.319
H -0.286 -2.366 6.010
H 4.265 2.895 -4.958
H 4.884 3.741 -2.455
H 0.892 3.032 -4.539
H -2.138 4.593 -2.718
H 1.150 -3.923 0.676
H 1.870 1.441 -0.887
H 1.434 -6.161 4.955
H -2.381 1.843 -4.415
H -1.412 -6.535 2.931
H -2.631 -2.491 2.136
```

Computed properties:
HOMO level in eV: -10.6
Net charge: +1
LUMO level in eV: -5.01
Strongest force on any atom in eV Å⁻¹: 5.8
2S+1: 1

=====

No. 4
8 unconnected molecules or ions with the total composition C34H89N7O8. Source: the OMol25 dataset; level of theory: ωB97M-V with the def2-TZVPD basis set.

```
138
Properties=species:S:1:pos:R:3
O 11.636 6.016 -14.920
O 8.327 -1.698 -16.477
O 14.597 -0.863 -21.837
O 2.206 2.497 -12.009
O 6.981 -7.843 -9.388
O 4.924 -8.404 -18.406
O 13.394 -10.266 -10.878
O 6.908 3.619 -7.110
N 3.887 -4.885 -18.594
N 0.637 -0.206 -14.021
N 6.947 2.491 -6.438
N 11.450 3.946 -18.106
N 12.222 -8.070 -12.411
N 6.083 -9.076 -11.775
N 16.650 -0.090 -24.868
C 12.067 4.672 -17.003
C 2.453 -6.714 -18.742
C 11.077 5.355 -16.026
C 3.723 -8.602 -11.117
C 12.258 -11.171 -10.743
C 13.068 5.576 -17.718
C 6.295 2.576 -5.099
C 8.255 1.746 -6.542
C 5.712 -8.389 -9.509
C 2.066 1.603 -13.099
C 13.470 -8.766 -14.362
C 8.728 -2.582 -15.490
C 6.969 3.585 -4.096
C 5.189 -8.292 -10.993
C 4.848 2.984 -5.381
C 10.670 6.695 -14.112
C 7.566 -7.934 -8.099
C 5.806 -9.372 -19.040
C 4.879 -7.146 -19.030
C 0.988 0.455 -12.802
C 15.548 0.101 -23.937
C 6.218 1.158 -4.466
C 13.892 -9.840 -12.194
C 7.545 0.343 -4.466
C 15.392 -1.096 -22.978
C 8.478 1.418 -7.985
C 8.168 0.377 -5.834
C 9.469 2.483 -5.952
C 1.354 -0.519 -11.704
C 14.349 0.644 -24.642
C 14.795 -1.798 -20.785
C 3.837 -6.261 -18.262
C 1.095 3.329 -11.771
C 12.853 -9.226 -13.077
H 10.884 3.153 -17.839
H 8.163 0.838 -3.717
H 9.327 0.781 -8.232
H 7.643 0.852 -8.398
H 3.227 -7.752 -10.648
H 1.662 -6.176 -18.220
H 2.262 -7.767 -18.540
H 10.521 6.140 -16.537
H 6.864 -9.278 -18.794
H 3.551 -8.560 -12.193
H 14.480 -2.793 -21.101
H 4.359 2.313 -6.088
H 9.876 6.022 -13.790
H 12.200 3.478 -18.593
H 12.859 -7.414 -11.981
H 5.778 -9.417 -9.153
H 14.683 1.448 -25.299
H 0.009 0.849 -12.528
H 2.207 -1.139 -11.978
H 7.883 -2.991 -14.935
H 0.497 0.541 -14.686
H 3.562 -9.577 -10.658
H 3.064 1.195 -13.256
H 9.405 3.511 -6.309
H 1.720 2.142 -13.981
H 17.478 -0.278 -24.322
H 14.189 -1.473 -19.940
H 5.611 -10.386 -18.691
H 16.481 -0.956 -25.359
H 1.519 0.032 -10.779
H 7.750 -8.986 -7.884
H 12.383 -12.188 -11.115
H 11.660 -8.442 -11.659
H 7.711 3.058 -3.497
H 7.559 -0.302 -6.430
H 14.091 -9.513 -14.855
H 12.701 3.955 -16.481
H 15.840 -1.809 -20.474
H 10.228 7.453 -14.759
H 11.471 -10.639 -11.278
H 9.326 -3.369 -15.949
H 0.463 2.680 -11.165
H 6.900 -7.541 -7.331
H 7.462 4.429 -4.578
H 4.561 -7.252 -20.067
H 3.923 -6.386 -17.183
H -0.317 -0.537 -14.037
H 15.065 -1.987 -23.516
H 7.572 -2.076 -16.933
H 10.330 4.593 -15.801
H 9.512 2.528 -4.863
H 3.325 -4.828 -19.432
H 1.431 4.239 -11.273
H 11.901 -11.269 -9.718
H 0.579 -1.242 -11.450
H 12.008 -9.855 -13.355
H 7.296 -0.693 -4.237
H 12.584 6.353 -18.310
H 2.273 -6.503 -19.797
H 10.336 2.008 -6.412
H 11.094 7.190 -13.239
H 5.529 0.596 -5.096
H 9.363 -2.002 -14.821
H 5.812 -8.899 -12.732
H 14.229 -7.996 -14.218
H 0.633 3.619 -12.714
H 12.680 -8.374 -15.002
H 6.187 3.968 -3.440
H 13.758 4.962 -18.298
H 13.863 -0.131 -25.235
H 14.210 -10.752 -12.699
H 8.539 2.251 -8.686
H 9.170 -0.042 -5.735
H 15.862 0.837 -23.197
H 6.923 -8.526 -11.670
H 4.782 4.032 -5.672
H 14.769 -9.221 -12.002
H 5.796 1.231 -3.463
H 4.965 -7.895 -8.888
H 5.333 -7.287 -11.389
H 5.802 -9.509 -20.121
H 5.830 -6.631 -18.890
H 13.703 6.005 -16.943
H 13.605 1.009 -23.935
H 3.331 -4.373 -17.924
H 8.477 -7.336 -8.084
H 4.147 2.859 -4.555
H 6.214 3.437 -7.748
H 16.378 -1.393 -22.620
```

Computed properties:
Energy above the lowest of the compared OMol25 structures with the same formula, charge and spin in kcal/mol: 13.0
HOMO level in eV: -8.0
Net charge: 0
LUMO level in eV: 0.40
Strongest force on any atom in eV Å⁻¹: 6.1
2S+1: 1